ORCA calculation (wB97M-V/def2-TZVPD) on C13H16Cl2N2Pt as an isolated structure in a non-equilibrium geometry.

Geometry as XYZ:
```
34
Properties=species:S:1:pos:R:3:lowdin_spin:R:1
Pt 0.34826 1.59420 -0.44277 1.24
Cl -0.98503 3.29300 -1.13839 0.32
Cl 1.24365 2.20775 1.58838 0.42
C 1.25439 -0.45097 -0.55730 0.33
H 2.25439 -0.77657 -0.88655 0.02
H 1.32802 -0.69671 0.45655 0.02
C -0.84968 0.06503 -1.34709 0.26
C 0.35260 -1.02421 -1.48842 0.10
H -1.40590 -0.27201 -0.47907 0.01
C 0.99174 -0.78741 -2.96902 0.00
H -0.00620 -2.07022 -1.38042 0.03
C 0.84856 0.61295 -3.47775 0.03
H 2.07904 -0.98906 -2.87950 0.00
H 0.63829 -1.53869 -3.71344 0.00
C -0.60969 0.97492 -3.68990 0.01
H 1.28939 1.33141 -2.80395 0.02
H 1.40460 0.73738 -4.42095 0.00
C -1.51185 0.40616 -2.62939 0.05
H -0.73893 2.04889 -3.71879 0.00
H -0.93349 0.62266 -4.67772 0.00
H -2.35543 1.06331 -2.41008 0.00
H -1.94784 -0.52326 -2.94385 0.02
N 0.18460 0.30586 7.18593 0.08
C 0.04222 0.02289 6.05727 0.03
C -0.12546 -0.29766 4.65721 0.14
C 0.86062 -1.00946 3.97481 0.05
C 0.65828 -1.27952 2.61111 0.13
N -0.45004 -0.90807 1.97066 0.49
C -1.41430 -0.25942 2.60719 0.11
C -1.29425 0.06633 3.98012 0.07
H 1.80128 -1.31611 4.43575 0.00
H 1.43464 -1.78640 2.02686 0.02
H -2.30310 0.00995 2.04208 0.01
H -2.08335 0.62305 4.46041 0.01
```

Output
- DFT total energy (eV) = -45003.85234
- multiplicity = 5
- ΔE to the lowest compared entry with this formula, charge and spin (kcal/mol) = 25.85
- E_LUMO (spin up / spin down) (eV) = -1.7616 / -5.0232
- frontier orbital gap (spin up / spin down) (eV) = 3.07 / 4.04
- HOMO level (spin up / spin down) (eV) = -4.83 / -9.06

ORCA calculation (wB97M-V/def2-TZVPD) on C23H35BrF3I3N7O17S as an isolated structure in a non-equilibrium geometry.

Geometry as XYZ:
```
90
Properties=species:S:1:pos:R:3:mulliken_charge:R:1
C -2.84059 -4.37169 0.57666 -0.75
O -1.82224 -3.58888 1.21898 -0.33
C -1.99809 -2.21743 0.83031 -1.36
C -1.05677 -1.25035 1.55846 0.43
O -1.28328 -1.21807 2.98828 -0.32
C -2.33462 -1.83347 3.48559 0.73
N -3.24125 -2.42709 3.81256 -0.65
C 0.48462 -1.75543 1.49470 0.09
C 1.08202 -2.22242 2.84957 -1.33
C 1.51996 -1.19086 3.94250 -0.68
C 0.77199 -1.35482 5.33317 -0.91
S 0.95830 -3.01308 6.05478 1.21
O 2.06362 -3.74197 5.48581 -0.58
O 1.03411 -2.85662 7.48521 -0.65
O -0.47169 -3.79060 5.74144 -0.43
C 1.42553 -0.98468 0.48278 -1.30
Br 2.75315 0.25918 1.22393 0.05
I 2.77531 -2.61465 -0.21495 0.30
C 0.50885 -0.41264 -0.68206 0.05
C 1.26357 -0.21725 -2.02092 0.56
F 0.76683 0.55816 -3.02203 -0.22
F 1.31811 -1.43219 -2.69414 -0.24
F 2.55441 0.18542 -1.91251 -0.16
N -0.52844 0.59391 -0.26080 0.35
I -2.03513 0.30420 -1.76849 0.48
C -0.06358 2.02007 -0.20870 1.05
C 0.11185 2.86005 -1.52236 -1.12
O 1.21408 3.05300 -1.88998 -0.40
I -1.35274 3.85938 -2.74487 0.12
C -1.17471 0.31850 1.11398 -0.25
C -2.66231 0.69455 1.29140 -0.49
C -3.23200 2.13610 1.18893 -1.22
O -3.17739 2.82760 -0.06485 -0.14
C -3.37114 4.20837 0.20803 0.55
C -2.18182 5.11642 0.67833 -0.51
O -4.42955 4.69812 0.04877 -0.49
O -0.28285 0.83657 2.13130 -0.02
C -0.73603 1.72382 2.98912 0.57
N -1.26972 2.32906 3.78240 -0.58
H -3.34851 -3.85064 -0.26771 0.38
H -3.64157 -4.59184 1.33104 0.33
H -2.46085 -5.33506 0.18964 0.23
H -1.88650 -2.26004 -0.28744 0.33
H -3.09738 -2.02868 0.98430 0.81
H 0.35702 -2.73493 0.95203 1.17
H 1.99586 -2.82984 2.62353 0.35
H 0.41376 -2.97476 3.34096 0.86
H 1.41787 -0.11557 3.68739 0.27
H 2.59999 -1.34118 4.19147 0.48
H -0.28079 -0.99396 5.26853 0.30
H 1.28755 -0.65333 6.03513 0.42
H -1.14570 -3.09592 5.89406 0.34
H -0.10647 -1.32365 -0.92037 0.45
H -0.73134 2.67569 0.41241 0.09
H 0.92024 2.14379 0.31478 0.38
H -2.94157 0.46482 2.35916 0.29
H -3.40529 0.04823 0.76651 0.61
H -4.32505 2.03596 1.44393 0.45
H -2.86751 2.85160 1.97261 0.44
H -1.69128 4.61250 1.55200 0.20
H -1.44502 5.29529 -0.13240 0.05
H -2.54091 6.10519 1.02854 0.34
C -2.65159 8.31169 -2.64612 -0.73
N -1.32718 7.83750 -2.15913 0.86
O -0.70229 7.07473 -2.87595 -0.50
O -0.96230 8.24629 -1.07534 -0.50
H -2.84464 7.86877 -3.61843 0.29
H -3.39932 7.99652 -1.92148 0.30
H -2.60532 9.39569 -2.71752 0.30
C -1.20700 -7.32913 -2.85226 -0.74
N -2.11035 -6.21311 -2.46068 0.78
O -3.30183 -6.37120 -2.62087 -0.50
O -1.58569 -5.21068 -2.00203 -0.43
H -1.80949 -8.14504 -3.23913 0.31
H -0.53127 -6.95101 -3.61568 0.29
H -0.66281 -7.63785 -1.96265 0.30
C 3.14043 -1.15358 -4.90843 -0.67
N 4.40982 -1.44146 -5.62867 0.91
O 4.49337 -2.49982 -6.21565 -0.54
O 5.27585 -0.58717 -5.57377 -0.54
H 2.46528 -1.99323 -5.04100 0.37
H 3.38499 -1.01655 -3.85998 0.13
H 2.71868 -0.24694 -5.33724 0.31
C 6.43489 1.54363 -3.37621 -0.59
N 6.62121 1.89855 -1.94222 0.93
O 5.66099 1.77187 -1.19974 -0.53
O 7.72010 2.29013 -1.61302 -0.54
H 5.41246 1.21227 -3.52434 0.14
H 6.64124 2.43506 -3.96358 0.30
H 7.13639 0.74697 -3.61117 0.29
```

Output
- DFT total energy (eV) = -182961.74368
- total charge = +1
- E_LUMO (eV) = -6.2846
- frontier orbital gap (eV) = 6.39
- HOMO level (eV) = -12.68

ORCA calculation (wB97M-V/def2-TZVPD) on C29H48Cl2CoN3O4SiTe as an isolated structure in a non-equilibrium geometry.

Geometry as XYZ:
```
89
Properties=species:S:1:pos:R:3:lowdin_spin:R:1
C 2.92054 -2.41583 -3.64416 0.00
C 2.31438 -1.69939 -4.80639 0.00
H 2.85816 -3.50085 -3.78820 0.00
H 2.41628 -2.13323 -2.71084 0.00
H 3.98859 -2.16802 -3.53989 0.00
C 2.33833 -2.19219 -6.06341 0.00
C 2.93460 -3.49651 -6.45513 0.00
H 1.95943 -1.59004 -6.88463 0.00
H 2.56419 -4.34119 -5.85985 0.00
H 4.03176 -3.51252 -6.40566 0.00
H 2.66932 -3.68587 -7.49933 0.00
Co -0.28783 0.34816 2.09647 1.97
Cl 1.74487 0.67420 0.92096 0.07
C -0.64422 2.87918 0.88535 -0.01
O -1.22075 1.86808 1.40831 0.02
N -1.37877 3.74900 0.21314 -0.01
C -2.77017 3.39777 0.01351 0.00
C -0.78266 4.84682 -0.53270 0.00
H 0.43826 3.02946 0.95908 0.00
H -3.16363 2.99297 0.95204 0.00
H -2.86920 2.62194 -0.76344 0.00
H -3.31319 4.29362 -0.29128 0.00
H 0.13873 5.15200 -0.02989 0.00
H -1.48215 5.68516 -0.56818 0.00
H -0.52972 4.56945 -1.56613 0.00
H -3.32472 2.18450 5.82584 0.00
H -1.53946 1.33634 7.84616 0.00
C -3.37650 1.10046 5.63465 0.00
C -1.82700 0.35319 7.44348 0.00
N -2.12684 0.44307 6.01664 -0.01
H -3.59484 0.91900 4.57801 0.00
C -1.20694 0.08397 5.12523 -0.01
O -1.25908 0.39042 3.90115 0.02
H -0.99119 -0.33830 7.59202 0.00
H -0.37161 -0.50898 5.54610 0.00
H -4.18355 0.69435 6.25971 0.00
H -2.71099 -0.00493 7.98375 0.00
H 0.02107 -5.10312 2.90717 0.00
H 0.20207 -3.44381 -0.03852 0.00
C -0.98283 -4.86853 2.52211 0.00
C -0.81421 -3.74720 0.26603 0.00
N -0.96605 -3.66148 1.71147 -0.01
H -1.65697 -4.71836 3.37084 0.00
C -0.92716 -2.46582 2.27977 -0.01
O -0.84736 -1.41601 1.56716 0.02
H -1.54834 -3.09439 -0.22548 0.00
H -0.95903 -2.41488 3.37380 0.00
H -1.34260 -5.69112 1.90133 0.00
H -0.98504 -4.78478 -0.02780 0.00
O 0.71870 -0.55843 -3.43250 0.00
C 1.69275 -0.34848 -4.46551 0.00
C 0.11484 -0.02095 -6.44799 0.00
C 1.18654 0.43199 -5.67300 0.00
H -0.37189 -0.96620 -6.18559 0.00
C -0.27955 0.71348 -7.57870 0.00
H 2.50679 0.22961 -3.99284 0.00
C 1.87134 1.59882 -6.02670 0.00
H -1.11761 0.34714 -8.17656 0.00
C 0.41876 1.86886 -7.94128 0.00
C 1.50138 2.30947 -7.17131 0.00
H 2.71587 1.90422 -5.40545 0.00
H 0.11617 2.42678 -8.83001 0.00
H 2.07484 3.18921 -7.46101 0.00
Si -0.71455 0.17981 -2.95997 0.00
Cl 2.32722 -2.67254 2.80092 0.23
C -2.13795 -0.56553 -3.90742 0.00
C -0.60371 2.00505 -3.32754 0.00
C -0.89838 -0.21257 -1.16324 0.00
H -2.14457 -0.23556 -4.95440 0.00
H -3.07895 -0.24873 -3.43365 0.00
H -2.08466 -1.66207 -3.88031 0.00
H -0.70820 -1.27182 -0.94296 0.00
H -1.88714 0.07098 -0.77096 0.00
H -0.11693 0.35796 -0.64413 0.00
H -0.48380 2.20120 -4.40358 0.00
H 0.24184 2.46615 -2.80218 0.00
H -1.53727 2.48110 -2.99627 0.00
Te 2.34941 -0.31300 3.59235 0.55
C 2.05657 0.29187 5.64963 0.09
C 2.46483 -0.61124 6.63622 0.03
C 2.34498 -0.23889 7.98336 0.00
C 1.79751 1.00260 8.32716 0.01
C 1.35419 1.87950 7.33349 0.00
C 1.46440 1.52972 5.97809 0.03
H 2.85141 -1.59200 6.32979 0.01
H 2.69002 -0.91253 8.76944 0.00
H 1.72617 1.29872 9.37531 0.00
H 0.92632 2.84348 7.61112 0.00
H 1.09633 2.18704 5.18779 0.01
```

Output
- DFT total energy (eV) = -121357.11950
- multiplicity = 4
- ΔE to the lowest compared entry with this formula, charge and spin (kcal/mol) = 0.00
- total charge = -1
- E_LUMO (spin up / spin down) (eV) = 2.3828 / 2.3840
- frontier orbital gap (spin up / spin down) (eV) = 4.21 / 4.29
- HOMO level (spin up / spin down) (eV) = -1.83 / -1.91